1.
The following is a quantum chemistry calculation of a cluster of 2 separate species, C3H10N in total, from OMol25.

Last column: Löwdin spin population.
Geometry (Å):
C: 3.225 -3.654 -0.246  0.607
H: 3.956 -2.852 0.049  0.079
H: 2.993 -3.385 -1.302  0.076
H: 2.595 -3.830 0.674  0.108
H: 3.663 -4.720 -0.282  0.131
C: -1.749 2.047 -0.891  0.000
C: -0.602 0.716 0.790  0.000
N: -1.495 1.577 0.490  0.000
H: -0.797 2.380 -1.293  0.000
H: -2.644 2.648 -0.964  0.000
H: -1.979 1.176 -1.513  0.000
H: -0.157 0.176 -0.035  0.000
H: -0.497 0.428 1.824  0.000
H: -1.725 2.248 1.226  0.000

Calculated values
- HOMO energy (alpha / beta): -20.198 / -20.198 eV
- ΔE to the lowest compared entry with this formula, charge and spin: 2.266 eV
- Kohn-Sham gap (alpha / beta): 12.1 / 4.8 eV
- 2S+1: 2
- Net charge: +2
- <S²>: 0.75
- E_LUMO (alpha / beta): -0.2968 / -0.5641 Ha

2.
The following is a quantum chemistry calculation of a cluster of 7 separate species, C24H66ClN6O10 in total, from OMol25.

Last column: Mulliken charge in e.
Geometry (Å):
Cl: -0.286 0.873 0.567  1.556
O: -1.379 -0.076 0.656  -0.665
O: 0.892 0.351 1.211  -0.683
O: 0.084 1.192 -0.793  -0.328
O: -0.672 2.069 1.244  -0.770
C: 2.988 5.253 0.599  -1.760
C: 2.597 3.809 0.899  1.773
C: 3.725 2.796 0.783  -0.792
O: 4.374 2.614 -0.462  -0.482
C: 3.511 1.944 -1.375  -0.496
N: 2.094 3.741 2.266  -0.716
H: 3.397 5.370 -0.409  0.350
H: 3.725 5.661 1.294  0.389
H: 2.126 5.926 0.595  0.427
H: 1.832 3.541 0.157  -0.506
H: 3.432 1.854 1.260  0.123
H: 4.528 3.161 1.436  0.417
H: 4.079 1.528 -2.208  0.300
H: 2.760 2.637 -1.765  0.306
H: 3.013 1.108 -0.874  0.126
H: 1.468 4.515 2.456  0.292
H: 1.508 2.916 2.381  0.236
C: 1.654 -0.119 -3.641  -0.996
C: 1.405 -1.578 -3.241  0.386
C: 2.640 -2.092 -2.506  -0.839
O: 2.363 -3.432 -2.071  -0.095
C: 3.416 -4.333 -2.215  -0.947
N: 0.243 -1.647 -2.341  -0.148
H: 1.958 0.463 -2.774  -0.224
H: 0.774 0.356 -4.079  0.350
H: 2.437 -0.083 -4.411  0.507
H: 1.111 -2.219 -4.075  0.497
H: 2.895 -1.565 -1.577  0.041
H: 3.540 -2.105 -3.133  0.679
H: 3.817 -4.409 -3.233  0.402
H: 3.052 -5.320 -1.926  0.148
H: 4.260 -4.135 -1.538  0.370
H: 0.383 -0.894 -1.663  -0.309
H: -0.564 -1.193 -2.793  0.154
C: 2.422 -3.094 2.273  -1.751
C: 1.819 -3.499 0.904  1.378
C: 1.265 -4.896 1.029  -1.011
O: 0.675 -5.262 -0.218  -0.180
C: 0.436 -6.617 -0.327  -0.948
N: 0.786 -2.580 0.453  -0.095
H: 1.765 -3.307 3.121  0.306
H: 2.769 -2.062 2.236  0.390
H: 3.318 -3.698 2.482  0.466
H: 2.668 -3.400 0.231  -0.280
H: 0.600 -5.084 1.878  0.395
H: 2.104 -5.596 1.171  0.412
H: 0.082 -7.102 0.599  0.332
H: 1.297 -7.232 -0.630  0.324
H: -0.377 -6.866 -1.015  0.246
H: 1.048 -1.617 0.666  -0.167
H: -0.033 -2.655 1.058  0.232
C: 1.841 -3.406 7.656  -1.442
C: 1.383 -1.937 7.466  0.391
C: 1.786 -1.363 6.129  -0.543
O: 1.243 -0.076 6.000  -0.404
C: 1.777 0.596 4.868  -0.555
N: -0.074 -1.764 7.734  -0.674
H: 2.925 -3.391 7.805  0.390
H: 1.670 -4.010 6.764  0.320
H: 1.373 -3.765 8.569  0.399
H: 1.857 -1.385 8.284  0.359
H: 1.524 -2.004 5.278  0.100
H: 2.884 -1.301 6.136  0.325
H: 1.460 0.004 4.005  0.228
H: 2.873 0.635 4.909  0.335
H: 1.449 1.629 4.796  0.226
H: -0.250 -1.990 8.710  0.263
H: -0.470 -2.579 7.254  0.261
C: -4.530 -0.101 -1.988  -1.662
C: -3.446 -0.838 -2.774  0.621
C: -3.916 -1.143 -4.195  -0.729
O: -4.910 -2.152 -4.136  -0.311
C: -5.476 -2.433 -5.374  -0.807
N: -2.205 -0.049 -2.828  -0.238
H: -4.773 0.902 -2.356  0.246
H: -4.236 0.086 -0.952  0.377
H: -5.444 -0.702 -2.004  0.466
H: -3.268 -1.761 -2.219  0.240
H: -3.019 -1.471 -4.733  0.403
H: -4.339 -0.273 -4.710  0.353
H: -4.779 -2.619 -6.198  0.308
H: -6.198 -1.684 -5.738  0.312
H: -6.105 -3.319 -5.245  0.267
H: -2.021 0.384 -1.923  -0.157
H: -2.492 0.772 -3.370  0.243
C: -4.860 4.309 -2.669  -1.182
C: -4.435 5.308 -1.600  0.509
C: -3.124 6.013 -1.992  -0.784
O: -2.060 5.165 -2.287  -0.328
C: -1.517 4.476 -1.177  -0.424
N: -5.510 6.278 -1.381  -0.759
H: -5.778 3.796 -2.380  0.363
H: -4.038 3.628 -2.878  0.209
H: -5.167 4.845 -3.574  0.326
H: -4.248 4.779 -0.663  0.248
H: -2.915 6.801 -1.255  0.366
H: -3.375 6.551 -2.914  0.347
H: -0.973 5.199 -0.558  0.288
H: -0.775 3.745 -1.495  0.003
H: -2.234 3.915 -0.574  0.245
H: -5.705 6.873 -2.179  0.279
H: -5.202 6.921 -0.654  0.261

Calculated values
- HOMO energy: -5.173 eV
- ΔE to the lowest compared entry with this formula, charge and spin: 1.602 eV
- Kohn-Sham gap: 7.8 eV
- Net charge: -1
- E_LUMO: 0.0951 Ha

3.
The following is a quantum chemistry calculation of an isolated molecule of C5H5N, from OMol25.

Last column: natural (NBO) charge in e.
Geometry (Å):
C: -0.644 0.977 -1.285  -0.589
C: 0.349 0.969 -0.116  -0.493
C: 0.414 -0.328 0.554  0.169
C: 0.422 -1.390 1.127  -0.182
C: 0.390 -2.579 1.832  0.231
N: 0.338 -3.564 2.445  -0.268
H: -1.640 0.678 -0.945  0.217
H: -0.334 0.289 -2.076  0.216
H: -0.705 1.985 -1.707  0.217
H: 0.056 1.720 0.628  0.242
H: 1.354 1.243 -0.457  0.241

Calculated values
- HOMO energy: -10.461 eV
- ΔE to the lowest compared entry with this formula, charge and spin: 1.889 eV
- Kohn-Sham gap: 11.1 eV
- Net charge: 0
- SMILES string: CCC#CC#N
- E_LUMO: 0.0229 Ha

4.
The following is a quantum chemistry calculation of a structure of composition C22H29IrN3O3SSi, from OMol25.

Last column: natural (NBO) charge in e.
Geometry (Å):
Ir: 0.033 0.830 0.592  1.084
C: 3.534 1.018 1.682  -0.656
C: 2.185 1.650 1.786  -0.017
C: 1.797 2.684 0.917  -0.165
C: 0.579 3.353 1.089  -0.196
C: -0.273 3.002 2.141  -0.172
C: 0.090 1.961 2.999  -0.191
C: 1.302 1.289 2.820  -0.188
H: 4.200 1.466 2.418  0.261
H: 3.972 1.173 0.701  0.251
H: 3.489 -0.048 1.886  0.263
H: 2.496 3.029 0.167  0.261
H: 0.325 4.179 0.439  0.271
H: -1.182 3.560 2.313  0.270
H: -0.541 1.712 3.839  0.269
H: 1.618 0.549 3.541  0.271
C: 1.010 2.012 -2.961  -0.646
C: -0.437 1.796 -2.665  0.275
C: -1.436 2.041 -3.605  -0.286
C: -2.768 1.876 -3.242  -0.085
C: -3.089 1.439 -1.976  -0.321
C: -2.044 1.132 -1.088  0.395
N: -0.753 1.347 -1.457  -0.480
N: -2.133 0.626 0.147  -0.936
Si: -3.511 -0.257 0.767  1.743
C: -5.131 0.740 0.956  -1.100
C: -3.762 -1.688 -0.487  -1.111
C: -2.987 -0.906 2.485  -1.111
H: 1.409 1.149 -3.492  0.264
H: 1.562 2.136 -2.032  0.205
H: 1.148 2.892 -3.584  0.248
H: -1.178 2.377 -4.596  0.246
H: -3.554 2.113 -3.943  0.242
H: -4.111 1.355 -1.651  0.239
H: -5.461 1.202 0.033  0.239
H: -5.037 1.523 1.700  0.245
H: -5.923 0.072 1.279  0.260
H: -4.447 -1.392 -1.275  0.251
H: -4.181 -2.563 -0.003  0.256
H: -2.835 -1.983 -0.972  0.230
H: -2.288 -0.238 2.984  0.219
H: -2.538 -1.895 2.452  0.237
H: -3.866 -0.984 3.117  0.263
N: 0.098 -1.523 0.844  -0.718
C: 1.286 -2.117 0.285  0.005
C: 1.609 -3.452 0.498  -0.224
C: 2.751 -3.983 -0.082  -0.171
C: 3.529 -3.157 -0.853  -0.251
C: 3.254 -1.831 -1.075  -0.220
C: 2.100 -1.314 -0.503  -0.191
S: 5.131 -3.857 -1.517  2.441
O: 5.463 -2.902 -2.539  -0.998
O: 5.839 -3.746 -0.259  -0.994
O: 4.713 -5.168 -1.931  -0.982
H: -0.039 -1.835 1.803  0.411
H: -0.722 -1.828 0.319  0.412
H: 0.969 -4.079 1.099  0.212
H: 3.020 -5.017 0.041  0.261
H: 3.917 -1.242 -1.690  0.254
H: 1.801 -0.274 -0.666  0.154

Calculated values
- HOMO energy: -9.827 eV
- Kohn-Sham gap: 3.5 eV
- Net charge: +1
- E_LUMO: -0.2329 Ha

5.
The following is a quantum chemistry calculation of a structure of composition C4H12FNaO2S2Sn, from OMol25.

Last column: natural (NBO) charge in e.
Geometry (Å):
Na: 14.739 -0.920 25.684  0.997
Sn: 16.535 -3.838 22.929  1.697
F: 15.173 -3.313 24.947  -0.889
C: 18.372 -3.086 26.967  -0.805
S: 18.225 -4.873 26.710  1.239
O: 18.160 -5.042 25.188  -1.056
C: 19.901 -5.353 27.213  -0.820
H: 18.556 -2.856 28.016  0.264
H: 17.393 -2.664 26.738  0.209
H: 19.112 -2.698 26.269  0.244
H: 20.098 -5.424 28.280  0.273
H: 20.672 -4.761 26.719  0.251
H: 20.004 -6.342 26.761  0.262
C: 13.076 -6.420 24.600  -0.801
S: 14.488 -7.243 23.800  1.281
O: 14.893 -6.298 22.654  -1.020
C: 15.671 -7.001 25.133  -0.838
H: 12.334 -6.551 23.816  0.261
H: 13.237 -5.392 24.925  0.245
H: 12.923 -6.935 25.549  0.252
H: 16.673 -7.414 25.024  0.267
H: 15.254 -7.462 26.030  0.257
H: 15.798 -5.934 25.322  0.231

Calculated values
- HOMO energy: -15.533 eV
- ΔE to the lowest compared entry with this formula, charge and spin: 0.000 eV
- Kohn-Sham gap: 6.7 eV
- Net charge: +2
- E_LUMO: -0.3243 Ha

6.
The following is a quantum chemistry calculation of a cluster of 6 separate species, H12O6 in total, from OMol25.

Last column: natural (NBO) charge in e.
Geometry (Å):
O: 1.722 -0.755 1.983  -0.953
H: 2.290 -1.516 2.104  0.490
H: 2.325 -0.023 1.856  0.496
O: 2.742 -0.192 -1.701  -0.949
H: 3.177 0.600 -1.386  0.463
H: 1.820 0.053 -1.776  0.486
O: -2.777 0.450 0.160  -0.955
H: -3.484 0.058 -0.351  0.482
H: -3.031 0.305 1.072  0.478
O: -0.111 -2.213 0.678  -0.955
H: -0.429 -2.765 1.393  0.462
H: 0.486 -1.595 1.100  0.469
O: -1.582 2.130 -2.223  -0.939
H: -1.135 1.807 -1.440  0.475
H: -2.481 2.291 -1.936  0.464
O: 0.344 0.770 0.021  -0.977
H: 0.723 -0.020 0.406  0.478
H: -0.600 0.617 0.040  0.488

Calculated values
- HOMO energy: -11.012 eV
- ΔE to the lowest compared entry with this formula, charge and spin: 1.364 eV
- Kohn-Sham gap: 11.3 eV
- Net charge: 0
- SMILES string: O.O.O.O.O.O
- E_LUMO: 0.0111 Ha

7.
The following is a quantum chemistry calculation of a structure of composition C3H3Br9, from OMol25.

Last column: natural (NBO) charge in e.
Geometry (Å):
C: -1.627 0.599 2.668  -0.486
Br: -1.995 2.037 1.522  0.132
Br: -2.504 0.886 4.355  0.094
Br: 0.393 0.341 2.917  0.026
H: -2.001 -0.359 2.294  0.232
C: 2.955 -0.261 -1.107  -0.481
Br: 4.735 -0.476 -1.871  0.075
Br: 2.722 1.358 -0.114  0.092
Br: 2.472 -1.803 -0.009  0.099
H: 2.382 -0.050 -1.970  0.215
C: -1.431 -0.461 -1.775  -0.576
Br: -2.726 0.905 -2.189  0.091
Br: -0.441 -1.232 -3.147  0.156
Br: -2.150 -1.700 -0.483  0.079
H: -0.784 0.215 -1.092  0.252

Calculated values
- HOMO energy: -10.281 eV
- ΔE to the lowest compared entry with this formula, charge and spin: 0.601 eV
- Kohn-Sham gap: 10.0 eV
- Net charge: 0
- E_LUMO: -0.0094 Ha

8.
The following is a quantum chemistry calculation of a cluster of 2 separate species, C2H3NO3 in total, from OMol25.

Last column: natural (NBO) charge in e.
Geometry (Å):
C: 0.219 -0.074 -1.283  0.617
C: -0.288 -1.320 1.432  0.512
N: -0.495 1.275 0.461  -0.521
O: -0.610 -0.920 -0.997  -0.612
O: 0.536 -2.041 1.182  -0.468
O: 0.434 1.028 -0.617  -0.367
H: 0.845 -0.326 -2.113  0.146
H: -0.112 2.028 0.923  0.351
H: -0.529 0.351 1.012  0.342

Calculated values
- HOMO energy: -9.989 eV
- ΔE to the lowest compared entry with this formula, charge and spin: 3.548 eV
- Kohn-Sham gap: 10.9 eV
- Net charge: 0
- E_LUMO: 0.0330 Ha